An isolated molecule of C6H10O, computed with wB97M-V/def2-TZVPD.

Output
Electronic energy   -8429.382 eV
Max |F|   0.601 eV/A
LUMO energy   0.92 eV
HOMO-LUMO gap   10.9 eV

```
17
C6H10O | the OMol25 dataset | wB97M-V/def2-TZVPD
C -1.789 0.004 1.407
C -1.205 0.209 0.002
C 0.328 0.303 -0.104
C 0.859 0.465 -1.567
O 0.700 1.381 0.742
C 1.052 -0.954 0.237
C 1.834 -1.855 0.054
H -2.884 -0.023 1.345
H -1.518 0.816 2.089
H -1.470 -0.942 1.859
H -1.601 1.150 -0.402
H -1.548 -0.601 -0.651
H 1.951 0.528 -1.500
H 0.627 -0.456 -2.111
H 0.504 1.314 -2.157
H 1.631 1.282 0.978
H 2.528 -2.619 -0.218
```